(1)
ORCA calculation (the ωB97M-V functional and the def2-TZVPD basis) on a 2-piece molecular cluster, C3H9NO2S2 overall.

Last column: natural (NBO) charge in e.
Element x y z (Å)
N 0.33 0.91 -1.13  -0.8739
C -0.33 0.48 0.02  -0.1572
C 0.25 -1.00 0.18  0.4589
O 0.47 -1.51 1.18  -0.5005
C -1.92 0.55 -0.19  -0.6080
S -2.72 -0.30 1.15  0.1561
S -2.83 -2.14 1.17  -0.1598
H 1.05 1.55 -1.27  0.3844
H 0.38 0.23 -1.92  0.3683
H -0.04 1.14 0.87  0.2149
H 0.46 -1.54 -0.83  0.0865
H -2.16 0.01 -1.21  0.2227
H -2.10 1.71 -0.37  0.2781
H -2.19 -3.11 1.78  0.1300
H 4.25 0.79 0.78  0.4684
H 3.11 1.44 -0.10  0.4590
O 3.99 0.79 -0.13  -0.9279

## Properties
* DFT total energy: -1121.17778 Ha
* E_LUMO: 0.41 eV
* SMILES: N[C@H](C=O)CSS.O
* HOMO level: -0.3150 Eh
* HOMO-LUMO gap: 0.330 Ha
* M: 155.24 g mol⁻¹
* ΔE to the lowest compared entry with this formula, charge and spin: 440.21 kJ/mol



(2)
ORCA calculation (the ωB97M-V functional and the def2-TZVPD basis) on a 6-piece molecular cluster, C41H91N5O2 overall.

Last column: Löwdin charge in e.
Element x y z (Å)
O 0.31 0.82 0.09  -0.4236
H 0.66 0.34 0.86  -0.1675
C -1.29 6.54 0.34  0.0094
C -0.44 5.26 -0.02  -0.3799
C -0.97 4.72 -1.41  -0.1385
C -0.16 3.68 -1.98  -0.1953
C 1.29 4.24 -2.36  -0.0984
C 2.00 4.97 -1.20  -0.3958
N 1.04 5.66 -0.21  0.1701
O 1.61 6.29 0.90  0.1712
C 3.03 5.99 -1.76  0.0105
C 2.70 3.77 -0.50  -0.0212
C -0.50 4.25 1.11  -0.0023
H -2.38 6.46 0.32  0.1097
H -0.92 7.38 -0.25  0.0956
H -0.98 6.97 1.29  0.0897
H -0.96 5.53 -2.14  0.1425
H -1.97 4.29 -1.30  0.1234
H -0.50 3.22 -2.90  0.1153
H -0.06 2.88 -1.25  0.0695
H 1.10 5.06 -3.06  0.1197
H 1.92 3.54 -2.90  0.1213
H 3.87 5.50 -2.24  0.1112
H 3.41 6.65 -0.97  0.0928
H 2.60 6.72 -2.44  0.1013
H 2.06 3.05 -0.01  0.0565
H 3.46 4.04 0.24  0.0934
H 3.22 3.15 -1.23  0.0879
H -0.07 3.29 0.82  0.0533
H -1.57 4.08 1.25  0.0987
H -0.11 4.49 2.10  0.0770
C 0.71 3.67 4.67  -0.0940
C 1.87 2.99 3.97  -0.2257
C 1.55 1.59 3.41  -0.0713
N 2.83 0.82 3.07  -0.1918
C 3.76 1.55 2.08  0.0374
C 3.62 0.32 4.32  -0.0707
C 2.93 -0.92 4.85  -0.1325
C 2.33 -1.65 3.62  -0.1216
C 2.51 -0.58 2.48  -0.0989
H 0.61 3.22 5.66  0.0878
H -0.23 3.87 4.14  0.0695
H 1.01 4.66 5.02  0.0921
H 2.73 3.15 4.62  0.1235
H 2.04 3.71 3.16  0.0891
H 0.87 1.54 2.56  0.1092
H 1.06 1.02 4.20  0.1337
H 3.27 1.48 1.11  0.0711
H 4.72 1.04 1.97  0.1047
H 3.96 2.59 2.33  0.1035
H 4.59 0.02 3.91  0.1355
H 3.84 1.15 4.98  0.1405
H 3.48 -1.61 5.49  0.1352
H 2.11 -0.63 5.51  0.1150
H 2.85 -2.57 3.36  0.1134
H 1.30 -1.92 3.85  0.0878
H 3.29 -0.97 1.83  0.1236
H 1.58 -0.59 1.91  0.0786
C 5.16 0.02 -1.39  -0.0756
C 3.70 -0.24 -1.40  -0.2762
C 3.17 -0.74 -2.74  -0.1036
N 1.69 -1.02 -3.01  -0.2003
C 1.16 -1.99 -1.93  0.0180
C 1.43 -1.73 -4.36  -0.0717
C 0.38 -0.86 -5.04  -0.1088
C 0.78 0.55 -4.51  -0.1276
C 0.92 0.26 -3.07  -0.1697
H 5.52 -0.97 -1.68  0.0928
H 5.59 0.27 -0.41  0.0809
H 5.45 0.79 -2.10  0.0967
H 3.24 0.71 -1.12  0.0758
H 3.45 -0.82 -0.51  0.0970
H 3.65 -1.71 -2.80  0.1388
H 3.63 -0.20 -3.57  0.1486
H 0.15 -2.34 -2.15  0.0968
H 1.14 -1.39 -1.02  0.0630
H 1.81 -2.86 -1.82  0.1125
H 1.20 -2.80 -4.33  0.1433
H 2.34 -1.53 -4.93  0.1368
H -0.61 -1.12 -4.68  0.1065
H 0.46 -0.95 -6.12  0.1363
H 0.06 1.37 -4.57  0.1231
H 1.78 0.88 -4.78  0.1280
H -0.01 0.29 -2.50  0.0955
H 1.57 1.01 -2.60  0.1116
C -2.54 -8.50 0.99  -0.0568
C -1.49 -7.35 0.85  -0.2311
C -1.65 -6.24 1.91  -0.0810
N -0.60 -5.04 1.76  -0.2086
C 0.83 -5.61 1.88  0.0379
C -0.88 -4.04 2.89  -0.1223
C -1.38 -2.78 2.29  -0.1692
C -0.70 -2.78 0.95  -0.1399
C -0.86 -4.29 0.43  -0.0414
H -3.51 -8.01 1.07  0.0711
H -2.36 -8.87 2.00  0.0885
H -2.70 -9.18 0.15  0.0952
H -1.50 -6.95 -0.17  0.1031
H -0.53 -7.85 0.93  0.1047
H -1.32 -6.62 2.87  0.1315
H -2.66 -5.85 1.99  0.1393
H 1.57 -4.83 2.06  0.0951
H 1.04 -6.20 0.98  0.1026
H 0.95 -6.30 2.71  0.1188
H 0.05 -3.85 3.42  0.1173
H -1.60 -4.37 3.64  0.1475
H -1.01 -2.00 2.95  0.1206
H -2.46 -2.71 2.25  0.1276
H 0.32 -2.39 0.99  0.0932
H -1.19 -2.17 0.19  0.0844
H -0.19 -4.63 -0.37  0.1199
H -1.84 -4.53 0.02  0.1268
C -6.61 -2.53 -3.15  -0.0784
C -5.59 -2.00 -2.13  -0.2382
C -5.19 -0.54 -2.44  -0.0610
N -3.94 0.03 -1.57  -0.2044
C -2.62 -0.54 -2.19  0.0346
C -3.98 1.58 -1.47  -0.0551
C -3.17 1.91 -0.20  -0.1611
C -3.39 0.69 0.69  -0.1400
C -4.05 -0.42 -0.14  -0.1091
H -7.61 -2.09 -3.19  0.0923
H -6.82 -3.58 -2.97  0.0869
H -6.21 -2.45 -4.16  0.0817
H -4.70 -2.63 -2.06  0.0943
H -6.06 -2.14 -1.16  0.1104
H -6.05 0.08 -2.22  0.1344
H -4.91 -0.39 -3.49  0.1321
H -2.46 -0.19 -3.20  0.0970
H -2.75 -1.63 -2.20  0.0921
H -1.81 -0.17 -1.57  0.0704
H -3.62 2.09 -2.36  0.1346
H -5.02 1.86 -1.28  0.1381
H -2.11 1.96 -0.44  0.0711
H -3.39 2.80 0.39  0.1197
H -2.38 0.39 0.97  0.0874
H -3.91 0.95 1.61  0.1269
H -3.69 -1.44 0.05  0.1223
H -5.12 -0.38 0.07  0.1359

## Properties
* DFT total energy: -2039.41424 Ha
* E_LUMO: -12.11 eV
* charge: +4
* HOMO level: -0.6195 Eh
* HOMO-LUMO gap: 0.174 Ha
* M: 686.21 g mol⁻¹
* ΔE to the lowest compared entry with this formula, charge and spin: 267.06 kJ/mol